Formula: C22H41F3N4O7S2
Source: the Open Molecules 2025 dataset
Level of theory: ωB97M-V/def2-TZVPD

ORCA input file:
```
! RIJCOSX wB97M-V def2-TZVPD def2/J DEFGRID3
* xyz 0 1
C -3.84177 0.98919 1.87758
C -2.98069 1.47410 0.73749
C -3.41545 1.12035 -0.66007
C -1.82869 2.16634 0.91481
C -1.63329 3.24542 1.94721
C -0.37354 4.09622 1.71849
C 0.91080 3.22268 1.81684
C 1.98419 3.94816 2.65914
C 1.46381 3.03643 0.39748
C 2.51812 1.91792 0.24519
C 2.22961 0.73874 1.12432
N 1.10853 0.07149 0.85988
N 0.82405 -0.93652 1.66015
C 1.68409 -1.18354 2.65094
C 1.32789 -2.29111 3.59627
C 0.61349 -1.73469 4.84974
O 1.06013 -2.33926 6.04428
C 1.78203 -1.52664 6.91932
C 3.29691 -1.76357 6.79735
F 3.54696 -2.99445 6.29717
F 3.91658 -1.66603 7.99041
F 3.86261 -0.88651 5.93626
N 2.82373 -0.53502 2.88471
N 3.11491 0.47466 2.08406
H -3.22964 0.89101 2.76805
H -4.20050 -0.00077 1.59982
H -4.71744 1.61704 2.05512
H -3.50235 0.03244 -0.74352
H -2.66840 1.41567 -1.38916
H -4.38635 1.55126 -0.88877
H -0.99827 1.86697 0.28477
H -2.51564 3.86967 2.05941
H -1.47253 2.76670 2.92742
H -0.37345 4.84943 2.50383
H -0.41148 4.57189 0.73970
H 0.59080 2.29437 2.28638
H 1.95177 3.57689 3.68124
H 1.82726 5.02098 2.63510
H 2.96741 3.71188 2.25695
H 0.69373 2.91169 -0.35674
H 1.96182 3.97403 0.14271
H 2.42992 1.53632 -0.77450
H 3.54614 2.24718 0.34689
H 0.71679 -3.03377 3.09423
H 2.24786 -2.78399 3.90163
H -0.44937 -1.94467 4.74463
H 0.72900 -0.64967 4.84960
H 1.56543 -0.46605 6.80219
H 1.51424 -1.79847 7.93942
C -5.63269 0.14245 -5.72546
C -5.97958 -1.33040 -5.63610
O -4.92510 -2.11903 -5.04543
S -4.70592 -2.00571 -3.47327
C -3.59515 -3.35974 -3.30574
O -5.93998 -2.30634 -2.81406
O -4.00534 -0.79555 -3.17755
H -5.54025 0.59046 -4.73757
H -6.41262 0.67682 -6.26850
H -4.68135 0.28196 -6.23850
H -6.90745 -1.48924 -5.08417
H -6.11965 -1.74093 -6.63398
H -4.11750 -4.27914 -3.55412
H -3.26947 -3.37380 -2.26799
H -2.74517 -3.19832 -3.96319
C 2.99699 -2.88841 -2.24948
C 4.11056 -1.86361 -2.34745
O 4.49614 -1.59443 -3.71188
S 3.50513 -0.72345 -4.60249
C 4.59876 -0.45375 -5.95415
O 3.25612 0.51718 -3.93399
O 2.42169 -1.54522 -5.04370
H 2.07192 -2.51384 -2.68432
H 2.80487 -3.13250 -1.20412
H 3.26581 -3.79853 -2.78550
H 3.83431 -0.93061 -1.85223
H 5.00209 -2.24512 -1.85420
H 5.43739 0.14825 -5.61646
H 4.03248 0.07468 -6.71763
H 4.93126 -1.41650 -6.33216
*
```

The gap between HOMO and LUMO comes out at 6.873 eV. Its SMILES is CC(C)=CCC[C@H](C)CCc1nnc(CCOCC(F)(F)F)nn1.CCOS(C)(=O)=O.CCOS(C)(=O)=O. Its HOMO energy is -7.62 eV.

The molecule's Löwdin atomic charges, reported in e, are given here:
1 C -0.056
2 C -0.337
3 C -0.071
4 C -0.090
5 C -0.197
6 C -0.175
7 C -0.370
8 C -0.053
9 C -0.174
10 C -0.126
11 C -0.358
12 N 0.131
13 N 0.128
14 C -0.347
15 C -0.092
16 C -0.180
17 O -0.102
18 C -0.099
19 C -0.570
20 F 0.131
21 F 0.132
22 F 0.119
23 N 0.125
24 N 0.131
25 H 0.070
26 H 0.076
27 H 0.079
28 H 0.061
29 H 0.076
30 H 0.088
31 H 0.085
32 H 0.112
33 H 0.110
34 H 0.103
35 H 0.114
36 H 0.112
37 H 0.077
38 H 0.075
39 H 0.069
40 H 0.100
41 H 0.119
42 H 0.110
43 H 0.109
44 H 0.113
45 H 0.115
46 H 0.126
47 H 0.119
48 H 0.138
49 H 0.138
50 C -0.074
51 C -0.251
52 O -0.263
53 S 0.566
54 C -0.119
55 O -0.272
56 O -0.276
57 H 0.069
58 H 0.081
59 H 0.085
60 H 0.115
61 H 0.120
62 H 0.074
63 H 0.077
64 H 0.076
65 C -0.073
66 C -0.248
67 O -0.263
68 S 0.566
69 C -0.121
70 O -0.277
71 O -0.274
72 H 0.070
73 H 0.079
74 H 0.085
75 H 0.106
76 H 0.122
77 H 0.075
78 H 0.077
79 H 0.075



Formula: C22H42BO6
Source: the Open Molecules 2025 dataset
Level of theory: ωB97M-V/def2-TZVPD

ORCA input file:
```
! RIJCOSX wB97M-V def2-TZVPD def2/J DEFGRID3
* xyz -1 1
C -7.89299 4.01675 3.69955
C -7.27006 3.80631 2.22724
C -5.72497 4.21567 2.09453
C -5.22345 4.13086 0.54961
B -4.69573 3.40818 3.08866
O -5.14745 2.10770 3.68488
C -3.93222 1.66137 4.32218
C -2.85911 2.07744 3.18227
C -1.76478 1.03868 2.65926
C -2.33229 -0.26963 1.94606
C -1.60632 -0.74080 0.62519
C -2.08112 -2.04726 -0.09789
C -3.25519 -2.93779 0.40780
C -3.98241 -2.46386 1.69699
C -5.19545 -3.30675 2.30840
C -3.50217 -1.15456 2.42971
O -3.56963 2.90710 2.22271
H -9.03892 3.88778 3.57525
H -7.72322 5.10142 4.04144
H -7.44971 3.23488 4.40138
H -7.43357 2.75502 1.80584
H -7.85939 4.53287 1.53653
H -5.66167 5.34007 2.37109
H -4.22204 4.67831 0.39681
H -5.18286 3.04651 0.16451
H -6.03722 4.67630 -0.06945
H -4.36435 4.16145 3.97478
H -3.88913 0.63527 4.81983
H -3.81685 2.41462 5.18578
H -2.21184 2.86499 3.74644
H -1.03400 0.72328 3.50023
H -1.10207 1.59710 1.89128
H -0.72020 -0.10864 0.24296
H -1.49938 -2.36107 -1.02702
H -3.53505 -3.90147 -0.15349
H -4.73495 -4.12747 2.98178
H -5.79488 -2.60856 2.98096
H -5.81731 -3.85810 1.52510
H -4.06104 -0.89930 3.38543
C 4.72005 0.77691 -2.92189
O 3.70195 1.44582 -2.19276
C 2.47447 1.52302 -2.91395
C 1.48047 0.47027 -2.43404
O 1.92967 -0.84857 -2.73859
C 2.50282 -1.49965 -1.61293
H 5.53201 0.53234 -2.23351
H 4.35656 -0.15178 -3.37291
H 5.11130 1.43597 -3.70456
H 2.65067 1.43173 -3.99226
H 2.05443 2.51485 -2.72550
H 0.53373 0.61612 -2.96205
H 1.28551 0.57644 -1.36141
H 1.70811 -1.82599 -0.93371
H 3.20390 -0.85193 -1.07848
H 3.04070 -2.38170 -1.96843
C 7.87560 -2.09581 -1.48503
O 7.14222 -2.05910 -2.70073
C 7.98795 -2.04637 -3.84754
C 8.07915 -3.42854 -4.48656
O 8.74185 -4.35658 -3.63076
C 7.83290 -5.20741 -2.94598
H 7.18810 -2.35589 -0.67712
H 8.67617 -2.84181 -1.51342
H 8.30188 -1.10879 -1.27755
H 8.98415 -1.66692 -3.59168
H 7.54057 -1.35524 -4.56749
H 8.67574 -3.35314 -5.40046
H 7.08561 -3.79695 -4.76434
H 7.45384 -5.96972 -3.63481
H 6.99669 -4.65009 -2.51400
H 8.37621 -5.70616 -2.14018
*
```

The gap between HOMO and LUMO comes out at 6.484 eV. As for the energy relative to the best compared isomer or geometry (same formula, charge and spin): 87.9 kcal per mole. Its HOMO energy is -4.51 eV.

The molecule's Löwdin atomic charges, reported in e, are given here:
1 C -0.134
2 C -0.258
3 C -0.281
4 C -0.121
5 B -0.759
6 O -0.103
7 C -0.182
8 C -0.301
9 C -0.115
10 C -0.132
11 C -0.033
12 C -0.093
13 C -0.066
14 C -0.213
15 C -0.112
16 C 0.031
17 O -0.072
18 H 0.061
19 H 0.073
20 H 0.069
21 H 0.111
22 H 0.092
23 H 0.117
24 H 0.075
25 H 0.082
26 H 0.058
27 H 0.101
28 H 0.105
29 H 0.105
30 H 0.134
31 H 0.123
32 H 0.115
33 H 0.074
34 H 0.066
35 H 0.085
36 H 0.079
37 H 0.074
38 H 0.072
39 H 0.080
40 C -0.116
41 O -0.192
42 C -0.197
43 C -0.196
44 O -0.197
45 C -0.108
46 H 0.083
47 H 0.084
48 H 0.085
49 H 0.124
50 H 0.124
51 H 0.126
52 H 0.118
53 H 0.084
54 H 0.085
55 H 0.087
56 C -0.110
57 O -0.205
58 C -0.198
59 C -0.199
60 O -0.196
61 C -0.111
62 H 0.091
63 H 0.084
64 H 0.088
65 H 0.126
66 H 0.123
67 H 0.122
68 H 0.126
69 H 0.087
70 H 0.084
71 H 0.089



Formula: C22H42Cl3DyN2O3SSi
Source: the Open Molecules 2025 dataset
Level of theory: ωB97M-V/def2-TZVPD

ORCA input file:
```
! RIJCOSX wB97M-V def2-TZVPD def2/J DEFGRID3
* xyz 0 6
C 3.79110 0.47925 -1.35872
C 3.51797 1.06696 -0.00598
H 4.78547 0.77101 -1.72120
H 3.04640 0.84266 -2.08600
H 3.71523 -0.61087 -1.32804
C 4.08209 2.21734 0.40352
C 4.91883 3.09908 -0.46610
H 3.99306 2.55595 1.44417
H 4.53447 3.15542 -1.49686
H 5.96452 2.76761 -0.50408
H 4.92715 4.12020 -0.06093
Dy -0.74279 -0.41466 -0.47429
Cl 0.18313 -2.78778 0.11334
Cl -2.54471 0.72578 -1.98797
H -5.94622 -2.83200 1.08843
H -5.08178 -5.04771 0.39644
C -5.33782 -2.33533 0.32671
C -4.46559 -4.56828 -0.37030
N -4.19795 -3.18806 0.01559
H -4.98032 -1.36941 0.68881
C -2.97372 -2.68530 -0.04296
O -2.69816 -1.47740 0.21395
H -3.50207 -5.08554 -0.45609
H -2.17708 -3.39054 -0.32030
H -5.95857 -2.18767 -0.56692
H -4.99049 -4.60975 -1.33574
H 1.27835 2.39982 -1.34933
H 1.58770 4.60458 0.64940
C 0.33558 2.96375 -1.36730
C 0.51361 4.68356 0.42247
N -0.02680 3.39872 -0.01817
H -0.45806 2.34448 -1.79979
C -0.79505 2.67556 0.81838
O -1.21235 1.51875 0.58436
H -0.01055 4.99611 1.32938
H -1.04124 3.17882 1.77273
H 0.48078 3.86660 -1.96865
H 0.37965 5.42422 -0.37566
O 1.31247 0.28644 0.08188
C 2.47526 0.30646 0.80456
C 1.88252 2.10731 2.48775
C 2.32905 0.81267 2.24230
H 1.59876 2.71442 1.62276
C 1.89698 2.63840 3.78274
H 2.84983 -0.72342 0.88722
C 2.70401 -0.00140 3.31126
H 1.59170 3.67894 3.94381
C 2.32536 1.83755 4.85239
C 2.70990 0.51272 4.61219
H 3.03028 -1.02916 3.10182
H 2.37251 2.25606 5.85958
H 3.03690 -0.12095 5.43737
Si -0.67409 -1.98529 -4.30595
Cl 0.52983 -0.75075 -2.91671
C -2.11802 -0.98769 -4.92318
C -1.13089 -3.50751 -3.35722
C 0.35898 -2.41741 -5.79783
H -2.54917 -0.36699 -4.12418
H -2.89439 -1.66823 -5.30629
H -1.80616 -0.33120 -5.74841
H 0.56906 -1.52930 -6.40776
H -0.22816 -3.11453 -6.41615
H 1.30413 -2.90946 -5.53419
H -1.24907 -3.33908 -2.28666
H -0.34554 -4.26452 -3.49213
H -2.06852 -3.90718 -3.76879
C -1.14505 0.71672 3.68682
S -0.48269 -0.72971 2.89101
C -1.64924 -1.93081 3.51809
H -1.60064 1.35867 2.92938
H -0.32414 1.25014 4.18034
H -1.88664 0.41434 4.43327
H -2.36112 -1.46178 4.20088
H -2.17258 -2.37618 2.66668
H -1.08519 -2.70425 4.04502
*
```

The gap between HOMO and LUMO (alpha / beta) comes out at 8.226 / 8.230 eV. Its expectation value of S² is 9.334. As for the energy relative to the best compared isomer or geometry (same formula, charge and spin): 21.2 kcal per mole. Its HOMO energy (alpha / beta) is -7.78 / -7.79 eV.

The molecule's Löwdin atomic charges, reported in e, are given here:
1 C -0.051
2 C -0.234
3 H 0.077
4 H 0.063
5 H 0.087
6 C -0.124
7 C -0.113
8 H 0.102
9 H 0.073
10 H 0.077
11 H 0.066
12 Dy 0.937
13 Cl -0.092
14 Cl -0.064
15 H 0.093
16 H 0.092
17 C -0.014
18 C -0.029
19 N -0.169
20 H 0.095
21 C -0.333
22 O -0.253
23 H 0.097
24 H 0.055
25 H 0.102
26 H 0.097
27 H 0.081
28 H 0.091
29 C -0.024
30 C -0.040
31 N -0.156
32 H 0.025
33 C -0.266
34 O -0.245
35 H 0.092
36 H 0.150
37 H 0.095
38 H 0.093
39 O -0.421
40 C -0.411
41 C -0.077
42 C -0.201
43 H 0.085
44 C -0.094
45 H 0.132
46 C -0.056
47 H 0.103
48 C -0.104
49 C -0.083
50 H 0.123
51 H 0.098
52 H 0.101
53 Si 0.256
54 Cl 0.294
55 C -0.225
56 C -0.200
57 C -0.210
58 H -0.075
59 H 0.041
60 H 0.039
61 H 0.036
62 H 0.043
63 H 0.036
64 H -0.037
65 H 0.049
66 H 0.043
67 C -0.368
68 S 0.790
69 C -0.385
70 H 0.012
71 H 0.021
72 H 0.038
73 H 0.034
74 H 0.009
75 H 0.036



Which formula does entry 2 have? C22H42BO6